{
  "formula": "C2H5N3O",
  "method": "the ωB97M-V functional and the def2-TZVPD basis",
  "orbital_gap_ev": 10.56,
  "homo_ev": -9.6,
  "e_above_lowest_kcal_mol": 90.3,
  "charge": 0,
  "e_tot_ev": -8669.7271,
  "lumo_ev": 1.0,
  "symbols": ["N", "C", "O", "N", "C", "N", "H", "H", "H", "H", "H"],
  "xyz": [[-1.6740, -0.4466, 0.2895], [-0.3782, -0.1119, -0.0740], [0.2675, -0.7923, -1.1627], [0.0082, 1.2018, -0.6355], [1.1503, 0.2495, -0.6535], [0.9339, -0.1184, 0.7534], [-1.7600, -1.3852, 0.6561], [-2.0768, 0.2276, 0.9294], [0.1492, 1.8424, 0.1510], [2.1049, 0.4101, -1.1465], [1.2751, -1.0770, 0.8928]],
  "atomic_forces_ev_per_a": [[0.01, 0.01, 0.16], [-0.51, -0.11, 0.39], [0.05, -0.11, -0.09], [-0.09, 0.14, 0.09], [0.68, 0.19, -0.34], [-0.02, -0.21, -0.03], [0.07, 0.03, -0.01], [0.04, -0.08, -0.10], [0.05, 0.02, -0.16], [-0.06, 0.03, 0.11], [-0.23, 0.08, -0.02]],
  "nbo_charge": [-0.817, 0.599, -0.511, -0.589, 0.309, -0.658, 0.386, 0.387, 0.348, 0.200, 0.346]
}